# 1
A molecular structure, C57H45F5GeNO3P2Zr at a distorted geometry. Source: the OMol25 dataset; level of theory: wB97M-V/def2-TZVPD.

Properties
* electronic energy: -5785.4374 hartree
* HOMO level: -10.48 eV
* charge: +1
* largest force on an atom: 2.54 eV Å⁻¹

Geometry (Å):
Zr1 1.83958 -11.42369 20.52818
C1 -0.11698 -13.59323 22.52734
P1 0.59367 -13.76291 20.85703
C2 -0.86794 -14.07863 19.76371
C3 -2.14348 -13.92431 20.22368
C4 -3.23095 -14.14489 19.40779
C5 -3.04392 -14.39661 18.02341
C6 -1.72718 -14.60022 17.54223
C7 -0.67900 -14.39620 18.41243
C8 1.65067 -15.16333 20.85385
C9 1.28010 -16.31455 21.57216
C10 2.11421 -17.44275 21.57866
C11 3.40475 -17.29783 21.06386
C12 3.83693 -16.14732 20.45646
C13 2.96898 -15.08027 20.31515
C14 -0.55282 -12.12332 22.55978
C15 -1.53177 -11.54036 23.31460
C16 -1.53893 -10.19891 22.90058
C17 -0.58469 -10.05024 21.93483
C18 -0.11464 -8.80300 21.20382
P2 0.56892 -9.31797 19.64567
C19 -0.75649 -9.73314 18.59249
C20 -2.06247 -9.95566 19.07836
C21 -2.97889 -10.40902 18.14167
C22 -2.55772 -10.57485 16.83494
C23 -1.28602 -10.32801 16.35969
C24 -0.32521 -9.91223 17.27292
C25 1.40263 -7.87783 19.07763
C26 0.75408 -6.93812 18.24239
C27 1.24500 -5.65700 18.09315
C28 2.39918 -5.22455 18.72391
C29 3.06611 -6.16647 19.51895
C30 2.56457 -7.49655 19.70339
N1 0.07921 -11.22037 21.73890
H1 0.73315 -13.81591 23.22477
H2 -0.91132 -14.33395 22.72275
H3 -2.32433 -13.63772 21.21925
H4 -4.23811 -14.04252 19.83984
H5 -3.91350 -14.54296 17.35490
H6 -1.60641 -14.86619 16.50689
H7 0.34921 -14.27731 18.05084
H8 0.38700 -16.34196 22.15125
H9 1.89415 -18.31602 22.17885
H10 4.03275 -18.18072 21.16195
H11 4.85786 -16.06330 20.14125
H12 3.33420 -14.16284 19.84412
H13 -2.17645 -12.07457 24.02642
H14 -2.21503 -9.48783 23.39209
H15 0.64146 -8.26004 21.76352
H16 -0.94665 -8.17481 20.93780
H17 -2.25197 -9.77000 20.10495
H18 -3.99415 -10.68727 18.39524
H19 -3.31164 -10.96307 16.10309
H20 -1.07592 -10.43382 15.29202
H21 0.69161 -9.75271 17.01759
H22 -0.19068 -7.16586 17.74376
H23 0.69551 -4.90028 17.52618
H24 2.75681 -4.20897 18.63591
H25 3.97569 -5.88433 19.93334
H26 3.05510 -8.21727 20.30174
O1 3.14989 -9.94864 21.51256
C31 3.42476 -10.75640 22.45102
O2 3.03010 -11.96208 22.25012
C32 4.31267 -10.34294 23.58302
C33 3.41222 -9.92506 24.73240
Ge1 2.88687 -11.20710 26.19434
C34 1.33860 -10.62409 27.34339
C35 1.56695 -10.69367 28.75073
C36 0.52947 -10.44103 29.68450
C37 -0.77304 -10.19783 29.20114
C38 -0.98467 -10.18377 27.82844
C39 0.02819 -10.40468 26.93394
C40 4.42682 -11.31663 27.31155
C41 5.37951 -10.31617 27.37036
C42 6.48444 -10.42696 28.24368
C43 6.65040 -11.58951 29.03157
C44 5.71259 -12.62570 28.92884
C45 4.62434 -12.48557 28.13066
C46 2.38704 -13.03030 25.69526
C47 3.18886 -13.82686 24.83201
C48 2.84645 -15.22765 24.71000
C49 1.72355 -15.71761 25.34199
C50 0.96863 -14.94701 26.18479
C51 1.32589 -13.62650 26.41971
H27 5.02319 -9.62789 23.17825
H28 4.82554 -11.25126 23.83586
H29 2.45807 -9.55205 24.32538
H30 3.81541 -9.04896 25.24094
H31 2.54277 -10.98751 29.13768
H32 0.77824 -10.41287 30.73020
H33 -1.61136 -9.94892 29.93889
H34 -1.99396 -10.10779 27.39964
H35 -0.24852 -10.57023 25.89252
H36 5.24431 -9.38826 26.73533
H37 7.15946 -9.59204 28.40038
H38 7.46855 -11.71779 29.72710
H39 5.83727 -13.53010 29.51680
H40 3.88408 -13.25798 28.05688
H41 3.98779 -13.35847 24.27465
H42 3.39437 -15.88645 24.04361
H43 1.43222 -16.77907 25.18841
H44 0.08178 -15.35111 26.72184
H45 0.77060 -13.08324 27.22505
F1 7.38152 -13.37963 15.99540
C52 6.33207 -12.90116 16.67527
C53 5.09487 -12.85785 16.05464
F2 5.08137 -13.11650 14.71930
C54 3.96788 -12.56849 16.80763
F3 2.77298 -12.69435 16.16468
C55 3.99977 -12.23603 18.20340
O3 2.89680 -11.98595 18.90857
C56 5.26579 -12.31489 18.78358
F4 5.40679 -11.93885 20.09719
C57 6.35123 -12.73170 18.03923
F5 7.52865 -12.78402 18.69664

# 2
A molecular structure, C57H46BrN4O3P2PbS3. Source: the OMol25 dataset; level of theory: wB97M-V/def2-TZVPD.

Properties
* relative energy (zero: lowest compared OMol25 entry of this formula, charge and spin): 234.92 kJ/mol
* electronic energy: -7288.6120 hartree
* HOMO level (spin up / spin down): -4.60 / -4.60 eV
* charge: -1
* largest force on an atom: 0.80 eV Å⁻¹

Geometry (Å):
Pb1 -0.87720 -1.53813 0.43334
O1 4.21055 0.67440 1.10417
S1 3.82973 -0.73114 0.78626
C1 3.06656 -0.78603 -0.84908
C2 2.96741 -2.08835 -1.33162
C3 2.75104 -2.33104 -2.67414
C4 2.68852 -1.25973 -3.55163
C5 2.77559 0.03142 -3.06437
C6 2.93931 0.30744 -1.70533
P1 3.00417 2.08154 -1.15681
C7 4.40761 2.60260 -2.23385
C8 5.68420 2.38409 -1.71510
C9 6.81036 2.72917 -2.44484
C10 6.67761 3.31021 -3.69924
C11 5.41241 3.53267 -4.22204
C12 4.28400 3.18184 -3.49292
C13 1.57181 2.82697 -2.02914
C14 1.44562 4.20794 -1.83735
C15 0.34888 4.90049 -2.31946
C16 -0.65944 4.22111 -2.99562
C17 -0.55781 2.85146 -3.17276
C18 0.54412 2.15769 -2.68401
C19 2.56323 -1.22037 1.99088
C20 2.58266 -2.55886 2.35244
C21 2.00792 -2.95365 3.55090
C22 1.52150 -1.99593 4.42050
C23 1.47676 -0.66234 4.03756
C24 1.93385 -0.25077 2.79078
P2 1.50745 1.36210 2.00249
C25 -0.17442 1.69253 2.68295
C26 -1.04550 0.80496 3.29506
C27 -2.28763 1.23568 3.75240
C28 -2.70369 2.53798 3.54599
C29 -1.86732 3.42199 2.86985
C30 -0.61906 3.00198 2.45431
C31 2.40649 2.59798 3.04543
C32 3.42429 3.34795 2.46448
C33 4.05749 4.35780 3.17810
C34 3.67395 4.63703 4.48010
C35 2.66778 3.88645 5.07431
C36 2.04245 2.87645 4.36185
H1 3.07997 -2.92009 -0.64633
H2 2.65644 -3.34751 -3.03132
H3 2.57099 -1.42681 -4.61452
H4 2.73978 0.85820 -3.76334
H5 5.78394 1.93406 -0.73244
H6 7.79462 2.54560 -2.03314
H7 7.55648 3.59935 -4.26118
H8 5.30150 3.97536 -5.20388
H9 3.30044 3.36608 -3.90850
H10 2.21715 4.74020 -1.29140
H11 0.26947 5.96732 -2.15326
H12 -1.52468 4.75610 -3.36647
H13 -1.34103 2.30552 -3.68363
H14 0.57062 1.08247 -2.79973
H15 3.04278 -3.29179 1.70168
H16 1.97066 -3.99969 3.81879
H17 1.13031 -2.29119 5.38377
H18 1.04104 0.06436 4.71186
H19 -0.77225 -0.23517 3.43180
H20 -2.92674 0.53510 4.27230
H21 -3.67354 2.86214 3.90107
H22 -2.18643 4.43867 2.67784
H23 0.03656 3.70323 1.94700
H24 3.71603 3.13562 1.44762
H25 4.84478 4.93319 2.70733
H26 4.14328 5.44504 5.02657
H27 2.35582 4.10117 6.08827
H28 1.24313 2.31712 4.83330
Br1 -6.70085 -2.20596 0.06898
C37 -3.97980 -0.66422 1.58642
C38 -5.04999 -0.45143 2.43700
C39 -5.04903 -1.11127 3.65468
C40 -3.98007 -1.92289 4.00213
C41 -2.92991 -2.04874 3.10717
N1 -2.95572 -1.42940 1.93200
C42 -1.65661 -2.83670 3.44659
O2 -1.58062 -3.29549 4.58295
O3 -0.79206 -2.90694 2.52207
H29 -5.87333 0.18085 2.14517
H30 -5.88351 -0.98612 4.33182
H31 -3.92506 -2.45091 4.94223
C43 -0.68413 -3.12821 -4.52922
C44 -0.48102 -2.92490 -3.04344
S2 -0.64501 -1.35183 -2.47825
C45 -0.14355 -4.04068 -2.24234
C46 -0.00103 -5.40257 -2.88348
S3 0.15454 -4.00606 -0.58213
H32 -1.00979 -2.19745 -4.98563
H33 -1.43864 -3.89107 -4.72743
H34 0.24675 -3.44094 -5.01176
H35 -0.37390 -5.44194 -3.90240
H36 -0.54188 -6.13990 -2.29070
H37 1.05050 -5.70178 -2.89157
C47 -4.09077 -5.73516 -2.57349
C48 -4.49664 -4.54207 -3.16242
C49 -4.21131 -3.33483 -2.55145
C50 -3.50227 -3.33096 -1.36056
C51 -3.10846 -4.51018 -0.75546
C52 -3.40461 -5.71788 -1.36861
N2 -3.19455 -2.11340 -0.66656
N3 -4.08913 -1.27924 -0.75962
C53 -3.87693 -0.08147 0.15880
C54 -4.96440 0.88154 -0.14640
C55 -4.67672 2.17700 -0.44214
C56 -3.34282 2.60678 -0.50186
C57 -2.31425 1.64662 -0.29753
N4 -2.53167 0.41048 -0.00239
H38 -4.32731 -6.67908 -3.04768
H39 -5.05113 -4.55432 -4.09055
H40 -4.51887 -2.39187 -2.98035
H41 -2.60125 -4.47836 0.20067
H42 -3.10144 -6.64399 -0.89840
H43 -5.97142 0.48099 -0.13155
H44 -5.47899 2.87588 -0.64222
H45 -3.08314 3.63078 -0.72430
H46 -1.27260 1.94005 -0.40171